Version P
A cluster of 2 separate species, C4H10O3 in total. Source: the Open Molecules 2025 dataset; level of theory: ωB97M-V/def2-TZVPD.

Properties
Highest occupied orbital energy: -9.93 eV
SMILES: O=CCCCO.O
LUMO energy: 0.58 eV

Cartesian coordinates (Å):
O (-1.18203, 2.73461, -1.95333)
C (-0.40292, 1.82116, -1.87024)
C (-0.69807, 0.48879, -1.24113)
C (-0.16709, 0.44032, 0.20969)
C (-0.75553, -0.77476, 0.91391)
O (-0.08601, -1.04030, 2.14706)
H (0.63019, 1.95282, -2.25359)
H (-1.78141, 0.33798, -1.25153)
H (-0.23806, -0.28681, -1.85164)
H (0.90853, 0.28879, 0.12195)
H (-0.41185, 1.36516, 0.72293)
H (-0.62195, -1.65179, 0.28194)
H (-1.82690, -0.63067, 1.05764)
H (-0.57413, -0.59455, 2.84909)
H (2.32381, -1.03528, 1.35923)
H (2.11811, -1.99436, 0.17199)
O (2.76529, -1.42110, 0.58603)

***

Version Q
A cluster of 2 separate species, C4H10O3 in total. Source: the Open Molecules 2025 dataset; level of theory: ωB97M-V/def2-TZVPD.

Properties
Highest occupied orbital energy: -10.16 eV
SMILES: OC[C@H]1CO1.CO
LUMO energy: 0.91 eV

Cartesian coordinates (Å):
C (-1.04650, 2.74236, -0.85780)
O (0.01161, 2.38488, 0.00045)
C (-0.01945, -0.57944, -0.71508)
C (0.90099, -0.80906, 0.39059)
O (-0.40733, -0.27641, 0.63788)
C (1.09578, -2.20552, 0.94034)
O (-0.09310, -2.94946, 0.85250)
H (-0.91676, 3.79441, -1.12536)
H (-2.03171, 2.62771, -0.38475)
H (-1.05196, 2.15591, -1.79239)
H (-0.55128, -1.42327, -1.14560)
H (0.12765, 0.29532, -1.34363)
H (1.70802, -0.09395, 0.55192)
H (-0.25117, 1.57710, 0.47235)
H (1.46192, -2.14409, 1.97691)
H (1.85465, -2.72592, 0.34677)
H (-0.79136, -2.37056, 1.19491)

***

Which structure is the least stable? The one labeled version Q.

***

Version P
A cluster of 2 separate species, C4H10O3 in total. Source: the Open Molecules 2025 dataset; level of theory: ωB97M-V/def2-TZVPD.

Properties
Highest occupied orbital energy: -9.87 eV
SMILES: C[C@H](O)CC=O.O
LUMO energy: 0.61 eV

Cartesian coordinates (Å):
O (-2.06065, -0.53033, 0.24362)
C (-1.55318, 0.41716, 0.93404)
C (-0.10850, 0.77812, 1.37304)
C (0.92779, 0.28641, 0.30581)
C (1.95295, 1.39349, 0.20992)
O (0.26134, -0.01714, -1.06987)
H (-2.38273, 1.24846, 1.04259)
H (-0.02116, 1.77180, 1.66093)
H (0.16859, 0.24050, 2.32748)
H (1.25094, -0.76629, 0.53431)
H (1.36208, 2.28537, 0.60593)
H (2.84981, 1.17166, 0.90105)
H (2.43824, 1.55188, -0.71057)
H (-0.65434, -0.37767, -1.06486)
H (-1.83348, -2.60367, -2.85214)
H (-0.99372, -3.75123, -2.33974)
O (-1.60397, -3.09852, -2.10152)

***

Version Q
A cluster of 2 separate species, C4H10O3 in total. Source: the Open Molecules 2025 dataset; level of theory: ωB97M-V/def2-TZVPD.

Properties
Highest occupied orbital energy: -9.72 eV
SMILES: O=CCCCO.O
LUMO energy: 0.66 eV

Cartesian coordinates (Å):
C (-1.09219, -0.54314, -1.02776)
O (-1.35946, -0.43329, -2.45804)
C (0.36850, -0.11202, -0.75279)
C (1.09581, -0.93836, 0.28884)
C (0.38274, -1.31313, 1.59299)
O (-0.76849, -1.05430, 1.78996)
H (-1.25228, -1.63850, -0.93603)
H (-1.82851, -0.02711, -0.42220)
H (-1.92049, 0.33134, -2.50954)
H (0.52855, 0.91530, -0.48941)
H (1.00452, -0.10459, -1.66152)
H (1.50529, -1.86076, -0.15381)
H (2.02220, -0.41432, 0.60048)
H (0.95795, -1.95998, 2.27204)
H (0.79054, 3.30742, 0.85546)
H (-0.41690, 3.00527, 1.92418)
O (-0.01776, 2.84019, 1.08715)

***

Which structure is the least stable? The one labeled version P.

***

Version P
An isolated molecule of CH3Cl2PS. Source: the Open Molecules 2025 dataset; level of theory: ωB97M-V/def2-TZVPD.

Properties
Highest occupied orbital energy: -8.61 eV
SMILES: CP(=S)(Cl)Cl
LUMO energy: -1.38 eV

Cartesian coordinates (Å):
C (0.99113, 0.09458, 0.08360)
P (-0.81851, -0.13786, 0.04455)
S (-1.93882, 2.20732, -0.02144)
Cl (-1.21840, -1.26952, -1.60147)
Cl (-1.16755, -1.40750, 1.57564)
H (1.57514, 0.40692, 1.08730)
H (1.41949, -0.72463, -0.46244)
H (1.15752, 0.83068, -0.70574)

***

Version Q
A cluster of 2 separate species, CH3Cl2PS in total. Source: the Open Molecules 2025 dataset; level of theory: ωB97M-V/def2-TZVPD.

Properties
Highest occupied orbital energy (alpha / beta): -7.93 / -10.25 eV
LUMO energy (alpha / beta): -3.88 / -2.06 eV

Cartesian coordinates (Å):
C (-0.99754, 0.01401, -0.22407)
P (1.62301, -1.47367, 0.83226)
S (0.78107, -0.00106, -0.49047)
Cl (3.40363, -1.80470, -0.00849)
Cl (-0.95406, 3.03942, 0.57229)
H (-1.24872, 1.07635, 0.21600)
H (-1.31244, -0.89235, 0.36984)
H (-1.29495, 0.04200, -1.26735)

***

Which structure is the least stable? The one labeled version Q.

***

Version P
A cluster of 2 separate species, C5H12NO2P in total. Source: the Open Molecules 2025 dataset; level of theory: ωB97M-V/def2-TZVPD.

Properties
Highest occupied orbital energy: -8.33 eV
SMILES: [H]/N=C\PO.C=C(C)OC
LUMO energy: 0.64 eV

Cartesian coordinates (Å):
C (-0.38342, -1.87506, -1.11455)
C (-0.63773, 2.77651, 1.14302)
C (0.28333, 0.19281, 2.39714)
C (0.26344, 1.52655, -0.78819)
C (0.15979, 1.63759, 0.50333)
N (-1.23157, -1.14887, -0.76171)
O (0.98456, -3.95477, -2.26393)
O (0.59342, 0.44274, 1.03054)
P (0.53358, -2.42522, -2.79749)
H (-1.20659, 3.21021, 0.39960)
H (-1.41603, 2.27102, 1.73844)
H (-0.11453, 3.44708, 1.85282)
H (0.93634, -0.44952, 2.89738)
H (-0.75782, -0.12792, 2.69072)
H (0.47739, 1.09092, 2.98803)
H (-0.05068, 2.14112, -1.66622)
H (0.55533, 0.63015, -1.20588)
H (0.27988, -2.28149, -0.43638)
H (-1.75131, -0.56549, -1.41620)
H (0.70740, -4.71827, -2.88680)
H (1.77520, -1.82007, -2.30368)

***

Version Q
An isolated molecule of C5H12NO2P. Source: the Open Molecules 2025 dataset; level of theory: ωB97M-V/def2-TZVPD.

Properties
Highest occupied orbital energy: -8.64 eV
SMILES: C=N[C@@](P)(CO)CCO
LUMO energy: 0.54 eV

Cartesian coordinates (Å):
C (-1.94188, -1.33849, -0.88545)
C (1.18247, -0.45678, -0.22153)
C (2.35101, 0.51864, -0.06635)
C (-0.93617, -0.05038, 1.21259)
C (-0.25679, 0.07104, -0.11430)
N (-1.01354, -0.52163, -1.17212)
O (3.54340, -0.13469, -0.31386)
O (-2.20170, 0.49933, 1.21878)
P (-0.32396, 2.02728, -0.77699)
H (-2.65525, -1.56534, -1.58500)
H (-2.27649, -1.47821, 0.20450)
H (1.11789, -0.98914, -1.16878)
H (1.39259, -1.14348, 0.50014)
H (2.17708, 1.19001, -0.79659)
H (2.33739, 1.02493, 0.86666)
H (-0.23496, 0.36653, 1.89704)
H (-1.03511, -1.15737, 1.55021)
H (3.66495, -0.83977, 0.39420)
H (-2.85006, 0.24795, 1.94075)
H (-0.40102, 1.52009, -2.07131)
H (-1.63985, 2.20947, -0.61258)

***

Which structure is the least stable? The one labeled version P.

***

Version P
An isolated molecule of C4H6N4. Source: the Open Molecules 2025 dataset; level of theory: ωB97M-V/def2-TZVPD.

Properties
Highest occupied orbital energy: -9.69 eV
SMILES: C/C=N/n1ccnn1
LUMO energy: 0.58 eV

Cartesian coordinates (Å):
C (2.74947, -0.25260, -0.01745)
C (1.26043, -0.08514, 0.10919)
C (-1.48781, 0.75410, -0.24912)
C (-2.77825, 0.46966, 0.08961)
H (3.07527, 0.64172, -0.59055)
H (3.23883, -0.13403, 0.98674)
H (2.99151, -1.26425, -0.36979)
H (0.89855, 0.82928, 0.58656)
H (-0.98187, 1.69831, -0.56335)
H (-3.64178, 1.14285, 0.19118)
N (0.42498, -0.96505, -0.17902)
N (-0.90664, -0.51922, 0.02222)
N (-3.00789, -0.85936, 0.08177)
N (-1.83480, -1.45627, -0.09800)

***

Version Q
An isolated molecule of C4H6N4. Source: the Open Molecules 2025 dataset; level of theory: ωB97M-V/def2-TZVPD.

Properties
Highest occupied orbital energy: -8.22 eV
SMILES: [H]/N=c1/ncn(C=C)[nH]1
LUMO energy: 0.60 eV

Cartesian coordinates (Å):
C (1.15950, -1.55384, 1.44330)
C (0.70837, -1.47720, 0.19045)
C (-0.07828, -0.01710, -1.66210)
C (-0.85815, 1.64485, -0.53905)
H (1.21254, -0.70427, 2.04240)
H (1.43969, -2.55810, 1.77635)
H (0.78745, -2.32428, -0.53083)
H (0.25603, -0.72218, -2.43206)
H (-1.41951, 2.91931, 0.68017)
H (-0.98472, 0.45587, 1.10697)
N (0.15183, -0.30695, -0.34743)
N (-0.62817, 1.14231, -1.82217)
N (-1.43717, 2.76387, -0.31167)
N (-0.30940, 0.73770, 0.40567)

***

Version R
An isolated molecule of C4H6N4. Source: the Open Molecules 2025 dataset; level of theory: ωB97M-V/def2-TZVPD.

Properties
Highest occupied orbital energy: -9.76 eV
SMILES: c1cn(N2CC2)nn1
LUMO energy: 0.55 eV

Cartesian coordinates (Å):
C (-2.08372, 0.01560, -0.77940)
C (-2.11348, -0.31012, 0.76918)
C (1.33852, 1.15916, 0.11204)
C (2.22115, 0.18508, -0.05686)
H (-3.05758, 0.25392, -1.40332)
H (-1.68440, -0.80608, -1.40225)
H (-2.79850, -0.02329, 1.68104)
H (-1.63250, -1.38444, 1.02405)
H (1.23333, 2.31351, -0.17132)
H (3.35061, 0.25565, 0.38670)
N (-1.19665, 0.64167, 0.17518)
N (0.12342, 0.40961, -0.04642)
N (1.82587, -1.11026, 0.06143)
N (0.44938, -0.92782, -0.24515)

***

Which structure is the least stable? The one labeled version R.

***

Version P
An isolated molecule of C4H6N4. Source: the Open Molecules 2025 dataset; level of theory: ωB97M-V/def2-TZVPD.

Properties
Highest occupied orbital energy: -9.29 eV
SMILES: Cc1nnc(C)nn1
LUMO energy: -0.64 eV

Cartesian coordinates (Å):
C (2.78411, -0.01253, 0.01230)
C (1.28658, -0.00251, -0.01939)
C (-1.28607, 0.01319, -0.01039)
C (-2.77979, -0.00750, 0.00562)
H (3.18204, -0.03065, 1.03409)
H (3.21226, -0.86081, -0.54556)
H (3.13165, 0.91004, -0.46452)
H (-3.12918, -0.96013, 0.46678)
H (-3.17192, 0.00074, -1.01467)
H (-3.17383, 0.84890, 0.56661)
N (0.65655, -1.18493, -0.01376)
N (-0.66491, -1.17043, 0.01861)
N (-0.65973, 1.19542, -0.00742)
N (0.65666, 1.18109, 0.00663)

***

Version Q
An isolated molecule of C4H6N4. Source: the Open Molecules 2025 dataset; level of theory: ωB97M-V/def2-TZVPD.

Properties
Highest occupied orbital energy: -8.47 eV
SMILES: [H]/N=c1/ncn(C=C)[nH]1
LUMO energy: 0.18 eV

Cartesian coordinates (Å):
C (2.69577, -0.81590, 0.00885)
C (1.99398, 0.30282, -0.02293)
C (-0.10692, 1.36605, -0.11565)
C (-1.52508, -0.24231, 0.11227)
H (2.05969, -1.83387, 0.02204)
H (3.77309, -0.94753, -0.45640)
H (2.23512, 1.26196, -0.48436)
H (0.46319, 2.22827, -0.39806)
H (-2.61965, -1.92833, -0.37807)
H (-0.19289, -1.80777, -0.22799)
N (0.71356, 0.28430, -0.04418)
N (-1.33653, 1.22719, 0.20837)
N (-2.71225, -0.83440, -0.28761)
N (-0.10265, -0.76804, 0.41308)

***

Which structure is the least stable? The one labeled version Q.

***

Version P
A structure of composition C4H6N4. Source: the Open Molecules 2025 dataset; level of theory: ωB97M-V/def2-TZVPD.

Properties
Highest occupied orbital energy (alpha / beta): -9.50 / -9.50 eV
LUMO energy (alpha / beta): -0.79 / -0.79 eV

Cartesian coordinates (Å):
C (-0.17254, -1.73121, -0.72470)
N (0.11722, -0.30851, -0.54046)
C (0.52962, 0.30208, 0.51411)
C (-1.79068, 1.67695, -0.33126)
N (-1.56507, 0.50488, -0.70843)
N (0.52996, 1.24925, 1.30323)
C (2.30561, -0.64348, 0.33997)
N (3.26859, -0.68857, 0.99294)
H (1.38070, 1.45862, 1.82105)
H (-1.07538, -1.80347, -1.33321)
H (0.66200, -2.18078, -1.25857)
H (-0.33755, -2.25009, 0.21985)
H (-1.05237, 2.32262, 0.18000)
H (-2.80011, 2.09173, -0.47450)

***

Version Q
An isolated molecule of C4H6N4. Source: the Open Molecules 2025 dataset; level of theory: ωB97M-V/def2-TZVPD.

Properties
Highest occupied orbital energy: -8.11 eV
SMILES: [H]/N=c1\[nH]nc2n1CC2
LUMO energy: 0.87 eV

Cartesian coordinates (Å):
C (-1.35326, -0.42882, 0.21192)
C (0.87181, -0.41908, 0.33504)
C (1.78176, 0.53151, -0.39908)
C (0.56179, 1.11203, -1.11499)
H (-3.17636, -0.82955, 0.67775)
H (-1.35716, -1.68374, 1.98955)
H (2.29939, 1.32488, 0.18363)
H (2.64793, -0.02161, -0.94170)
H (0.51071, 0.98303, -2.17834)
H (0.19296, 2.09953, -0.83331)
N (-2.61155, -0.31905, 0.00208)
N (-0.77348, -1.21009, 1.18398)
N (0.65034, -1.13559, 1.33316)
N (-0.24488, -0.00346, -0.44968)

***

Version R
An isolated molecule of C4H6N4. Source: the Open Molecules 2025 dataset; level of theory: ωB97M-V/def2-TZVPD.

Properties
Highest occupied orbital energy: -8.02 eV
SMILES: [H]/N=C\n1nccc1N
LUMO energy: 0.46 eV

Cartesian coordinates (Å):
C (0.07762, -0.71096, -0.49342)
C (-1.33779, -0.81444, -0.78339)
C (-1.90214, -0.02306, 0.11068)
C (1.19513, 1.06782, 0.77352)
H (1.11606, -1.65562, -1.74866)
H (1.97284, -1.12058, -0.49240)
H (-1.96192, -1.41695, -1.53464)
H (-3.03080, -0.10759, 0.34045)
H (1.95759, 0.38817, 0.32463)
H (0.40901, 2.58271, 1.41394)
N (1.10972, -0.96226, -1.08903)
N (-1.09359, 0.41982, 1.20135)
N (0.14851, 0.07246, 0.71237)
N (1.33975, 2.28048, 1.26460)

***

Version S
A structure of composition C4H6N4. Source: the Open Molecules 2025 dataset; level of theory: ωB97M-V/def2-TZVPD.

Properties
Highest occupied orbital energy: -8.67 eV
LUMO energy: -0.18 eV

Cartesian coordinates (Å):
C (0.35218, 0.95466, -0.23730)
C (-1.05195, 0.97833, 0.16710)
C (-1.80971, -0.21234, -0.09999)
C (0.41823, -1.57506, 0.17180)
H (2.49858, 0.76469, 0.58797)
H (2.92589, -0.22596, -1.01208)
H (0.88151, 1.84986, 0.14260)
H (-1.37975, 2.08048, 0.97896)
H (-3.29671, 0.46809, -0.37194)
H (0.88908, -2.52777, 0.54449)
N (2.53684, -0.28862, -0.11110)
N (1.00868, -0.31298, -0.46753)
N (-3.05431, -0.51092, -0.37515)
N (-0.91856, -1.44246, 0.08217)

***

Which structure is the least stable? The one labeled version S.